1.
Below is a cluster of 3 separate species, C33H65BClN9O10P2S in total at a distorted geometry, with properties calculated with the ωB97M-V functional and the def2-TZVPD basis.

Results
Multiplicity = 1
Orbital gap = 8.216 eV
Lowest unoccupied orbital energy = 0.0 eV
E = -4107.5273 hartree
Net charge = 0

Atoms and positions in Å:
Cl 0.4282 2.4816 5.5760
S 1.4980 -3.8516 0.1576
P -0.1279 -1.1225 4.3377
P 1.7913 1.1194 4.8807
O -0.3984 1.7962 -4.2302
O 2.7678 3.7235 -6.8460
O 2.8749 2.0003 3.9918
O -1.0870 -0.1815 5.2989
O 2.1482 -0.5440 2.8328
O 5.3996 -3.6916 2.7691
O 3.9226 -1.2470 5.3459
O -4.9921 -2.2893 1.5459
O -6.6280 -5.4537 -1.2911
O 4.8375 2.5780 -0.1313
N 2.6988 -3.3266 5.3087
N -4.0163 -4.2465 -0.6793
N -0.6231 1.9171 2.6444
N 4.8363 0.2934 -0.6320
N 1.6087 -2.9134 2.7501
N -1.2216 -1.7639 3.1803
N 3.7774 -2.0366 2.2748
N 1.9803 1.0015 -6.0661
N -4.7499 1.0396 3.3265
C 3.5766 0.3360 -1.3993
C 5.9842 0.3705 -1.5703
C -0.0281 3.1319 -4.5248
C -4.4178 -5.6101 -0.3548
C 1.8132 1.5846 -7.3919
C 2.4221 -0.3364 -0.5961
C 2.5643 -1.8370 3.1636
C -4.0111 1.8253 4.1215
C 0.4554 1.0124 2.3227
C 5.3159 1.1473 1.6773
C -1.7512 3.8842 1.4940
C 0.3905 0.3156 0.9112
C -5.3846 -6.1401 -1.3919
C -3.2534 -3.5856 0.3745
C -6.9760 -4.7416 -2.4639
C -2.6763 2.0705 3.8810
C 1.0230 0.0522 3.4621
C -6.2819 -2.8006 1.2522
C 4.6544 -2.8099 2.6515
C 2.9202 2.5770 -7.6765
C -3.9782 -3.2653 1.6792
C -0.4634 0.9240 -5.3439
C 1.5138 0.7832 -0.0483
C 0.8458 0.1962 -5.6231
C -4.1011 0.5195 2.2985
C 1.4963 -3.1917 1.5720
C 0.4460 4.1948 2.6390
C 3.8615 3.9374 -5.9723
C -2.7601 0.7047 1.9686
C -0.4385 3.1843 1.8765
C 4.9630 1.4366 0.2319
C -1.5015 5.1703 0.6790
C -1.9779 1.5150 2.8044
B 3.1027 -2.1276 4.6607
H -3.5304 -6.2488 -0.3265
H -4.3636 -4.1628 2.1781
H 0.0888 2.9982 0.9281
H -4.9142 -5.6641 0.6238
H -2.8903 -2.6407 -0.0421
H -0.4601 3.7706 -3.7537
H -2.3684 -4.1913 0.6000
H 6.2578 0.5934 1.7403
H 3.0668 -3.3715 6.2529
H 2.9182 -0.8613 0.2231
H -4.9615 -6.0592 -2.3969
H -6.4552 -3.7681 1.7298
H -1.2003 0.1591 -5.0806
H 0.8559 2.1157 -7.4833
H 3.9021 2.1140 -7.5457
H -3.2443 -2.8298 2.3573
H -2.4541 5.5802 0.3340
H 1.1493 -0.2979 -4.6959
H 1.0567 3.2639 -4.4921
H -7.0123 -2.0884 1.6377
H -0.5388 0.6572 0.4548
H 1.2959 3.6775 3.0834
H 4.7918 4.0661 -6.5339
H 3.6646 4.8509 -5.4136
H -4.8476 -3.7007 -0.8687
H 3.3108 1.3844 -1.5958
H 3.7338 1.6221 4.2141
H 0.6652 -0.5959 -6.3564
H 4.5153 0.5529 2.1292
H -1.0167 5.9460 1.2723
H -2.2546 4.2156 2.4077
H 0.4316 -0.7754 0.9697
H 5.4154 2.0878 2.2195
H 1.3215 1.6748 2.1972
H 6.8905 0.5988 -1.0024
H -1.0042 -1.4958 2.2269
H 1.0551 1.2453 -0.9318
H 1.8870 -1.0515 -1.2231
H -7.9518 -4.2879 -2.2976
H 0.8719 4.8714 1.8904
H 1.8377 0.7882 -8.1409
H 1.6868 -3.3938 5.3780
H 6.0891 -0.5832 -2.0854
H -0.4093 3.4559 -5.4967
H -4.6915 -0.0884 1.6238
H -5.5768 -7.1988 -1.1926
H -1.8551 -0.7334 5.4987
H -7.0467 -5.4143 -3.3241
H -1.1929 -2.7731 3.2577
H -6.4429 -2.8872 0.1742
H -0.1178 4.8012 3.3490
H -2.1498 2.7337 4.5592
H -6.2519 -3.9482 -2.6769
H 3.7063 -0.1385 -2.3739
H 2.8422 2.9111 -8.7156
H -2.3199 0.2609 1.0858
H 4.7152 -0.9867 4.8624
H -2.4238 3.2602 0.9026
H -0.8907 4.9607 -0.2056
H -0.8622 1.4412 -6.2240
H 2.1252 1.7496 -5.3995
H 3.9721 3.1099 -5.2633
H 5.8328 1.1913 -2.2836
H -4.5060 2.2719 4.9785
H 2.1792 1.5450 0.3727

=====

2.
Below is a cluster of 5 separate species, C33H65BFI2N5O9 in total at a distorted geometry, with properties calculated with the ωB97M-V functional and the def2-TZVPD basis.

Results
Multiplicity = 1
Orbital gap = 2.911 eV
Lowest unoccupied orbital energy = -1.9 eV
E = -2967.1407 hartree
Net charge = 0

Atoms and positions in Å:
I -4.2836 0.2595 1.3910
I -3.2275 -0.0036 -3.6014
F -6.6819 -4.3755 -0.3304
O 6.9025 0.2937 -2.2376
O 5.3198 -0.9465 -1.4407
O -3.7982 -3.1564 -2.7122
O -7.4397 0.4128 2.4663
O -6.5306 -0.6248 -3.8278
O -7.4325 -0.0879 0.2706
O -6.6057 0.8772 -2.2434
O -8.3015 -4.5611 -1.7862
O 1.4396 2.8617 8.1914
N -4.9208 -1.5668 -1.1642
N -3.5678 -3.6504 -0.3274
N 2.5707 2.2323 -3.2744
N 2.4481 0.2129 3.3854
N 6.2898 -0.7507 -2.1542
C -6.5221 -0.3083 -2.5741
C -4.2723 -0.4109 -0.6968
C 3.6556 4.3618 -4.1402
C 2.7175 0.0231 4.8763
C 2.9001 1.2947 5.6918
C -4.0754 -3.3288 1.0266
C 1.2714 4.4025 -3.3893
C 6.1054 -1.3553 3.7164
C 2.8959 1.0562 -2.3507
C 2.1694 1.7299 -4.6312
C 0.7897 -0.4357 1.7011
C -6.3287 -1.5109 -1.5312
C 2.5568 5.2034 -3.5101
C 4.9554 -1.8212 2.8300
C 1.4630 1.3635 3.1528
C 4.1624 2.1108 5.4402
C 1.6297 -0.9723 2.8537
C 3.7292 0.4715 2.6065
C 0.5143 0.0559 -2.0482
C -3.5283 0.3839 -1.5093
C 3.8575 3.0498 -3.3974
C -7.3360 -3.9629 -1.4810
C -3.6911 -5.0859 -0.6688
C -6.8930 -2.7528 -2.3541
C 6.7665 -1.8825 -2.9955
C 0.8591 1.0775 1.7936
C 1.9759 -0.1567 -2.4226
C -7.9666 -0.1201 1.5388
C -7.3635 -1.4025 -0.3246
C 4.3876 -0.7227 1.9296
C 1.4951 3.1021 -2.6381
C -2.7936 1.6577 -0.9772
C -9.3220 -0.8519 1.7812
B -4.1165 -2.7775 -1.3713
H 2.8752 5.5387 -2.5171
H -3.5499 2.3498 -0.5245
H 2.2677 -1.8077 2.5865
H 3.4279 4.1800 -5.1935
H 0.9706 -1.3020 3.6555
H 0.4165 0.5909 -1.1001
H 6.7085 -1.5657 -4.0342
H 2.0286 1.9460 5.6071
H 4.2701 2.8646 6.2209
H -8.3787 -1.6034 -0.7621
H -0.0337 0.5952 -2.8206
H 2.3839 6.1010 -4.1060
H 4.1225 2.6451 4.4862
H -0.1199 1.5429 1.6768
H -9.3587 -1.0814 2.8738
H 2.9211 0.9882 6.7420
H 1.1621 -0.7864 0.7363
H 5.0572 1.4813 5.4627
H -5.0967 -2.8919 1.0511
H 4.5906 2.4255 -3.9103
H -7.8476 -2.3604 -2.7788
H 4.2055 3.2411 -2.3799
H 1.9902 2.3142 3.2050
H -4.3989 -5.2875 -1.5139
H -2.3070 2.2278 -1.8008
H 3.8998 0.7258 -2.6225
H 4.1754 -2.2685 3.4518
H 3.4903 1.2078 1.8374
H 2.3884 -0.8966 -1.7291
H 3.7049 -1.1641 1.1963
H 1.2187 1.2075 -4.5513
H 0.5696 2.5333 -2.6074
H 1.8168 3.3084 -1.6152
H 0.5235 4.9935 -2.8562
H 2.9440 1.4511 -1.3340
H 6.1279 -2.7424 -2.8174
H -10.1574 -0.1519 1.5614
H -0.2384 -0.7890 1.7908
H -6.2754 -3.0120 -3.2381
H -9.4305 -1.8173 1.2418
H 6.5165 -2.2020 4.2680
H -2.0525 1.4153 -0.1778
H 7.7926 -2.0960 -2.7059
H 1.4950 1.4714 0.9946
H 5.2154 -0.3272 1.3307
H 5.7816 -0.6134 4.4486
H 4.5929 4.9225 -4.1289
H 0.8527 4.2052 -4.3802
H 3.5735 -0.6468 4.9738
H 0.7033 1.3036 3.9332
H 2.0353 -0.6257 -3.4082
H 1.8511 -0.4966 5.2875
H -3.3337 -2.6312 1.4955
H -4.0858 -5.6952 0.1841
H 4.4385 0.9492 3.2767
H 2.2412 3.3042 7.9002
H -2.7061 -5.5569 -0.9322
H 2.9504 1.0615 -4.9903
H 2.0535 2.5655 -5.3140
H -4.1004 -4.2189 1.7084
H 6.9102 -0.9188 3.1207
H -7.1133 -2.1234 0.4966
H -2.8477 -3.3585 -2.7269
H 5.3271 -2.6223 2.1847
H 0.0148 -0.9083 -1.9413

=====

3.
Below is a cluster of 14 separate species, C33H65Br26NO4S in total at a distorted geometry, with properties calculated with the ωB97M-V functional and the def2-TZVPD basis.

Results
Multiplicity = 1
Orbital gap = 9.150 eV
Lowest unoccupied orbital energy = 0.0 eV
E = -68974.4819 hartree
Net charge = 0

Atoms and positions in Å:
Br 8.7238 -2.0446 2.0938
Br -4.2419 -4.5874 -7.0427
Br 5.4878 6.1219 -0.8746
Br -4.5336 -0.2673 -1.7923
Br -4.9344 2.6245 0.4665
Br 2.1768 3.8083 0.6396
Br -8.4515 0.1990 -7.4732
Br -8.7751 3.0525 -3.3867
Br -8.0051 -3.3288 -6.4827
Br 5.2631 1.3868 7.2464
Br -8.3287 -0.4752 -2.3963
Br -11.9626 -1.2138 -1.4297
Br 8.4334 -4.3046 4.7377
Br 0.5539 8.6123 1.6382
Br 9.8933 -2.9911 -1.2769
Br -2.2976 6.3950 0.8782
Br 1.9719 4.3349 4.4583
Br 2.7713 -1.7207 -1.6327
Br -0.6747 1.5911 -0.1205
Br 6.5805 -6.3703 2.3037
Br 2.3249 1.8070 -2.6231
Br -6.9459 -6.8538 -5.9579
Br 5.9342 2.5942 0.1159
Br 6.4326 0.4403 3.8757
Br -9.4724 -2.8733 0.7313
Br 0.4559 6.5310 7.0086
S -2.2445 -0.7877 2.8034
O 1.3906 -0.9086 2.7704
O -1.7198 -3.8161 3.3476
O -2.7758 -2.1686 1.9531
O -1.1318 -3.7627 0.9091
N 2.5760 -2.7155 1.4210
C 1.5945 6.9830 5.4904
C 6.0734 3.4222 -1.6444
C -7.8659 -2.5008 -8.2430
C -1.8320 -3.2852 2.1186
C 9.0652 -5.7534 3.5943
C 3.2918 -0.0419 1.3069
C 4.9921 -2.8557 2.5295
C 9.0521 -0.9283 0.5280
C -7.5341 1.7119 -4.0712
C 6.7288 4.7813 -1.5590
C 8.6120 -1.6221 -0.7405
C 2.3344 -1.2915 1.8699
C -11.8122 -3.0885 -0.9116
C 3.4309 -3.3561 2.5346
C -1.3539 8.8851 1.9407
C -11.3802 -3.2246 0.5303
C -5.4237 -0.1510 -0.0603
C -0.4033 2.8018 1.3842
C -4.5855 -5.3688 -5.2891
C 8.4109 -5.7009 2.2330
C 2.9105 -0.8927 -3.3930
C -8.1895 0.3528 -4.1566
C 3.5659 0.4665 -3.3075
C -7.2105 -1.1416 -8.1576
C 0.0483 -2.8892 0.6055
C 0.2690 4.0812 0.9420
C 1.2556 6.1403 4.2825
C 1.3167 -3.5528 1.4045
C -6.1636 1.1585 0.0877
C 5.5914 2.5031 5.6806
C -2.0261 7.6058 2.3828
C 5.1513 1.8092 4.4121
C -5.0741 -6.7937 -5.4117
H 0.1948 -2.9724 -0.5760
H -6.6544 1.7307 -3.4231
H -5.0463 -7.2954 -4.4393
H 3.9404 -0.3444 0.3795
H 5.3898 -2.6036 1.4537
H -1.9050 -1.1211 4.1353
H 1.3942 8.0405 5.2908
H 7.6387 -2.1125 -0.6518
H -6.3309 -1.1229 -7.5096
H -5.2930 -4.7097 -4.7786
H 8.3667 -4.6931 1.8112
H 0.1649 2.2513 2.1389
H 10.1452 -5.5968 3.5089
H 3.8462 0.8222 -4.3040
H 0.1804 6.0421 4.1094
H 7.6084 4.8001 -0.9110
H -4.5106 -7.3858 -6.1370
H -4.6578 -0.3065 0.7034
H 2.6469 0.9140 1.0282
H -1.4580 7.0553 3.1376
H 10.1140 -0.6704 0.5367
H -9.1987 0.3830 -4.5763
H -12.8151 -3.5033 -1.0540
H 8.4611 -0.0225 0.6966
H 2.8773 -3.2043 3.5799
H 1.6017 -4.5800 0.8683
H -11.5184 -4.2527 0.8777
H -11.1251 -3.5609 -1.6179
H -1.7679 9.2974 1.0172
H 0.2124 4.8384 1.7304
H 8.5841 -0.9157 -1.5753
H 5.1234 2.5157 3.5773
H 3.4287 -4.5254 2.3006
H 1.0124 -3.7716 2.5182
H 6.6533 2.7610 5.6892
H -1.4105 9.6424 2.7291
H 8.8796 -6.6874 4.1304
H -6.7312 1.4396 -0.8036
H 5.0004 3.4088 5.8491
H -8.8751 -2.4705 -8.6627
H -0.1450 4.4934 0.0185
H 3.5248 -1.5794 -3.9827
H -11.9036 -2.5432 1.2065
H 2.6294 6.8706 5.8227
H -7.5752 -0.3339 -4.7464
H -6.8387 1.1236 0.9478
H 5.0648 -1.9435 3.2797
H 5.6318 -3.7244 3.0005
H -3.0295 7.8116 2.7671
H 1.9013 -0.8624 -3.8126
H 8.9288 -6.3619 1.5318
H 4.0621 0.3289 2.1357
H 7.0091 5.1371 -2.5555
H -7.2516 -3.1874 -8.8328
H 5.0642 3.4524 -2.0641
H 4.1780 1.3189 4.5007
H -6.1234 -0.9927 -0.0441
H -7.2538 2.0677 -5.0677
H 1.7286 6.5480 3.3843
H -1.4066 3.0077 1.7685
H -3.6235 -5.3356 -4.7693
H -6.9302 -0.7858 -9.1541
H 6.6877 2.7355 -2.2342
H 4.4456 0.4852 -2.6595
H -0.2567 -1.8164 0.9603

=====

4.
Below is a cluster of 6 separate species, C33H65Cl2IN7O13PS3 in total at a distorted geometry, with properties calculated with the ωB97M-V functional and the def2-TZVPD basis.

Results
Multiplicity = 1
Orbital gap = 8.799 eV
Lowest unoccupied orbital energy = 0.1 eV
E = -5411.8642 hartree
Net charge = 0

Atoms and positions in Å:
I -7.5189 2.2984 1.0429
Cl -1.4648 -2.0047 2.4546
Cl -0.7172 0.4740 5.4652
S -3.8287 -0.4453 -1.9186
S -0.7093 1.3728 -0.8742
S 1.3027 -1.6226 -1.7472
P -2.3618 2.3014 2.2830
O -1.4935 2.5949 3.5915
O -2.2378 -4.8420 2.1470
O -1.9912 3.4930 1.3000
O 0.5021 1.5800 -1.5968
O 2.7699 0.2339 -3.0243
O 2.8559 2.6971 -5.3920
O -1.7342 2.3648 -0.9397
O 2.1872 -4.9450 0.6412
O -1.3302 0.0179 -1.3650
O -2.1861 -1.8813 -0.5854
O 1.9135 6.1584 3.4447
O -2.9468 -3.8932 -6.2480
O -3.8056 2.2200 2.5241
N 4.1645 -0.9340 -4.2247
N 3.3984 -1.8107 -3.4574
N -1.2424 -2.5251 -5.6393
N 4.2089 -5.9546 0.8173
N 0.7638 2.6059 -6.2285
N 1.8698 8.2013 2.4618
N -0.7314 -6.1503 3.2117
C 3.7416 -7.1266 0.0935
C 2.0637 2.9430 -6.2832
C -5.8357 1.1414 0.3874
C 0.5780 1.9812 1.4633
C 3.7679 0.2291 -3.9137
C 3.3459 -4.9443 1.0156
C -5.4158 0.1697 1.4743
C -1.0990 -5.2656 2.2668
C 0.6354 -6.6181 3.3093
C -2.8762 0.1958 0.6479
C -0.2768 0.8728 0.8047
C 0.4674 8.0621 2.1119
C -0.1626 2.9131 -7.2968
C -1.8336 -3.4416 -6.4290
C -1.6808 0.6679 1.6278
C -1.3525 -0.2594 2.8842
C -1.9633 -2.0307 -4.4763
C 0.5004 -0.4760 0.6751
C 2.4164 3.5745 1.6870
C 5.5774 -5.9057 1.2870
C 2.9460 1.1850 2.1151
C 2.4687 7.1900 3.1192
C 2.5825 -1.0914 -2.7873
C -2.4758 -0.5419 -0.6736
C -1.9635 -0.2144 4.3362
C -4.0669 -0.5571 1.2995
C 0.0872 -2.0209 -5.9057
C -1.7357 -6.6360 4.1399
C 1.7088 -0.6361 -0.2629
C 0.2868 1.9046 -5.0433
C -3.3276 0.3396 4.7164
C 2.5772 9.4101 2.0948
C 2.0977 2.1226 1.2602
H 6.2768 -5.9822 0.4527
H 0.7625 -2.2372 -5.0746
H 2.7217 0.1271 2.0095
H 2.4712 -1.2107 0.2630
H 2.8618 1.4747 3.1661
H -0.1962 -1.2599 0.4071
H -0.1400 7.9257 3.0072
H -6.1833 0.6540 -0.5161
H 1.8049 3.8871 2.5319
H -3.8028 -0.9634 2.2711
H 0.4504 1.8868 2.5443
H 2.9025 -7.5905 0.6127
H -2.1974 -2.8446 -3.7903
H 0.8179 0.9605 -4.9163
H 3.9979 1.3087 1.8444
H 0.3646 3.4335 -8.0941
H 0.4815 -2.4935 -6.8036
H 0.8497 -0.7517 1.6663
H 2.5755 9.5490 1.0121
H -5.0832 1.8857 0.1471
H -0.9709 3.5532 -6.9382
H -3.6767 -0.2116 5.5898
H 3.5323 7.3834 3.3360
H 2.1185 10.2857 2.5581
H 2.3489 3.4659 -7.2104
H -2.4659 -2.2487 0.2645
H -2.9023 -1.5631 -4.7708
H 2.2338 4.2549 0.8526
H 4.5575 -7.8406 0.0161
H -2.1704 -5.8101 4.7040
H -3.7212 0.8642 -2.1764
H 0.6863 -7.7004 3.1695
H -0.2988 -0.1052 3.0877
H -1.3408 -1.3006 -3.9631
H 0.1601 2.9331 1.1494
H -3.2753 1.3854 5.0030
H 3.4047 -6.8495 -0.9051
H 0.0697 -0.9390 -6.0614
H 0.3181 7.1953 1.4668
H -5.4562 0.6911 2.4268
H -4.0639 0.2547 3.9257
H -0.2711 -4.9595 1.6077
H -1.9351 3.2621 4.1375
H -1.2690 -7.3372 4.8277
H -1.9480 -1.2526 4.6477
H 2.3714 2.0762 0.2062
H 3.7885 -4.0933 1.5613
H -0.7773 1.7092 -5.1560
H 4.1063 1.1689 -4.3157
H -6.1823 -0.6083 1.5369
H 5.7779 -6.7208 1.9850
H 1.2212 -6.1310 2.5329
H 2.1653 0.2840 -0.5996
H 0.1429 8.9583 1.5893
H -3.2927 1.1302 0.2813
H -2.5443 -7.1355 3.6059
H -0.5996 2.0006 -7.7072
H 5.7501 -4.9605 1.7977
H -1.6981 4.2804 1.7746
H 1.0621 -6.3681 4.2837
H -4.2752 -1.4445 0.6976
H 3.4691 3.6706 1.9559
H 3.6090 9.3401 2.4331
H -1.1993 -3.7513 -7.2785
H 0.4535 2.4985 -4.1449